Record 1
Here is 5 unconnected molecules or ions with the total composition C18H47IO4P2 in a non-equilibrium geometry from the OMol25 dataset. Energies are from ωB97M-V with the def2-TZVPD basis set.

```
72
Properties=species:S:1:pos:R:3
H 1.383 1.785 -3.632
H -2.106 -4.888 4.962
C 3.652 0.479 0.442
C -0.493 1.626 1.042
H 0.301 0.476 2.681
H -4.194 -4.044 2.883
H -1.141 2.518 0.912
H 3.635 1.418 -5.167
C -1.855 -0.480 3.623
H 3.302 4.134 -1.042
H -7.154 1.176 5.746
H 4.799 -0.766 -6.539
H -4.973 1.471 6.773
C 5.725 1.483 -5.692
O -3.964 -2.987 4.616
C 2.106 0.412 0.281
H 2.875 4.199 -2.797
I 3.811 -2.169 2.095
C -3.410 -3.824 3.607
H -3.264 -2.789 5.245
H 5.577 2.065 -6.603
H 3.595 2.718 -2.110
H 0.531 0.749 -2.444
H -1.825 -0.159 0.932
H 6.549 0.791 -5.882
H 1.513 -0.167 -7.631
C -1.738 1.051 3.279
C 4.460 0.725 -5.336
H -0.783 -1.363 -5.169
O -4.535 0.805 6.237
H -0.127 -0.822 -7.447
H 3.991 0.970 1.371
C 4.195 -0.990 0.305
H 1.626 -0.322 0.968
H 1.892 0.019 -0.743
C -0.365 1.365 2.594
H -2.554 1.372 2.597
H 6.016 2.160 -4.886
C -6.663 0.397 5.158
H -2.456 -5.761 3.456
H 1.768 -0.139 -5.139
P 1.236 2.072 0.459
C 2.901 3.560 -1.897
H 5.258 -1.023 0.021
H -2.530 -0.603 4.493
H 4.032 1.084 -0.410
H 4.606 0.134 -4.425
H 3.591 -1.456 -0.498
C -1.163 0.440 0.273
H -5.000 -0.963 5.326
H -7.400 -0.368 4.906
H -0.454 -0.261 -0.201
O -0.122 -0.802 -4.756
O 4.077 -0.148 -6.396
H -2.612 -3.279 3.094
H -1.817 0.857 -0.520
H -5.841 -0.665 6.855
H 1.423 -1.778 -5.709
C -5.498 -0.201 5.924
H 0.166 2.216 3.065
H -6.312 0.864 4.236
C 0.643 -0.207 -6.973
H 0.232 0.800 -6.872
C 0.597 1.779 -2.839
C -2.879 -5.106 4.221
H -2.288 -1.059 2.780
C 1.016 -0.766 -5.615
H -0.852 -0.911 3.807
H -0.339 2.099 -3.329
P 1.143 2.999 -1.519
H -1.837 1.636 4.214
H -3.678 -5.640 4.739
```

Kohn-Sham gap, eV: 8.16
LUMO, eV: 0.34
Energy, Ha: -1995.298455
SMILES: CCC[C@H](C)P(CCCI)#P(C)C.CCO.CCO.CCO.CCO

---

Record 2
Here is a molecular structure, C18H47InN3O from the OMol25 dataset. Energies are from ωB97M-V with the def2-TZVPD basis set.

```
70
Properties=species:S:1:pos:R:3
H 4.261 0.148 0.503
C 3.240 -3.599 -2.434
C -1.847 2.428 3.794
H 0.399 1.039 1.177
C 4.383 -3.395 -6.025
H 4.526 -1.254 -4.443
H 4.171 -2.385 -6.378
C 2.847 -1.259 1.346
H -7.314 3.627 1.818
H 4.211 -4.077 -6.859
H -0.623 -1.036 0.449
H 1.712 0.881 0.031
H 3.215 -0.622 -0.696
H 1.622 -1.048 -3.495
H 2.550 0.082 -4.476
C 1.228 -0.558 3.012
H -5.971 3.444 -0.285
H -8.169 2.137 1.399
C 3.503 -3.780 -4.846
H 5.437 -3.443 -5.746
H -4.176 0.055 3.819
H 0.034 -2.012 4.062
H 3.987 -1.168 -2.786
In -3.278 1.105 2.713
N 1.909 -0.237 1.767
N 3.814 -3.029 -3.644
H 2.447 -3.697 -5.150
H -2.374 0.112 1.532
H 2.359 -2.194 1.020
H 1.436 -4.282 -1.464
H -0.616 -1.597 2.485
H -2.229 4.084 5.183
H 0.798 -2.663 2.612
C 1.070 0.314 0.710
H 0.820 -1.519 -0.463
H 1.249 -2.710 -2.226
H -4.037 3.089 0.875
H 3.653 -4.607 -2.326
O -5.604 1.746 0.819
H -5.130 3.177 2.256
C 3.733 -1.579 -3.765
C -4.623 2.472 1.577
H -8.399 3.594 0.416
C -2.350 3.850 4.117
H -0.944 2.497 3.171
H 2.053 -1.465 -5.153
C -6.501 2.567 0.115
H 4.533 -1.539 0.029
H -6.874 1.987 -0.736
H 2.009 -0.691 3.770
H 3.446 -1.521 2.223
H -2.853 4.895 1.675
C -1.642 4.934 3.306
C 2.409 -0.976 -4.244
H -1.955 5.930 3.634
H 3.618 -3.016 -1.591
H 1.283 -4.172 -3.215
H -3.426 3.950 3.917
H 3.665 -4.836 -4.607
C 1.714 -3.688 -2.337
C 0.232 -0.667 -0.112
H -0.563 4.863 3.485
H -1.526 1.931 4.714
H -0.165 -0.154 -0.991
C 0.309 -1.781 3.030
N -1.853 4.853 1.854
C -7.668 3.015 0.987
H -1.589 3.920 1.548
C 3.767 -0.787 0.231
H 0.647 0.318 3.310
```

Kohn-Sham gap, eV: 7.04
Total charge: -1
LUMO, eV: 2.46
Energy, Ha: -1143.562346

---

Record 3
Here is 8 unconnected molecules or ions with the total composition C18H47N16O10P in a non-equilibrium geometry from the OMol25 dataset. Energies are from ωB97M-V with the def2-TZVPD basis set.

```
92
Properties=species:S:1:pos:R:3
O 5.338 -1.710 -0.965
H -5.566 -2.070 0.129
O 0.599 2.000 4.661
N -2.905 5.927 0.322
N -2.836 -1.041 -6.722
H 6.717 2.272 4.495
H -4.456 -2.889 -0.962
H -3.042 2.726 0.009
H -4.721 0.087 -0.472
O -9.352 0.450 -3.361
C 7.207 0.690 8.262
H -2.795 -0.471 -5.884
O 5.927 -0.697 3.689
H 1.922 -4.448 0.624
O -1.226 4.423 0.101
H -0.435 2.048 1.658
C 1.724 -5.180 -1.353
C -2.335 -2.303 -6.655
H -0.823 4.073 2.714
H 8.802 -0.508 8.905
H -1.538 2.905 -2.275
C 0.087 2.431 3.642
H 8.586 1.000 9.722
H 2.712 -3.507 -0.610
H 6.046 0.011 6.745
N -0.019 1.696 2.501
N -2.432 -3.053 -7.792
H -0.015 2.770 -0.501
P -2.724 -0.031 -2.926
N -7.130 0.035 -3.151
H -0.360 4.276 4.372
C -0.392 -1.352 -2.140
O -1.830 -2.747 -5.630
H -1.690 -1.899 -3.844
H 7.646 1.088 3.642
N -0.421 3.699 3.554
H 0.180 -0.670 -2.773
H 6.353 -1.808 2.049
N 6.395 -1.841 1.044
H -0.340 1.041 -0.375
C 5.804 0.425 4.169
H -2.233 6.672 0.351
N -7.953 2.175 -2.907
C -1.137 1.899 -2.157
C 0.590 -3.107 -0.515
C -2.424 4.659 0.184
O -2.759 0.538 -4.287
C 0.416 -2.651 -1.978
H -6.192 0.350 -2.976
C 5.295 -1.682 0.256
N -3.364 3.670 0.137
O -4.228 -0.395 -2.437
C -8.222 0.853 -3.154
H 7.320 -1.085 7.152
C 1.805 -4.080 -0.395
N 0.959 -1.100 1.127
H 4.543 1.735 5.201
C -1.763 -1.572 -2.805
N 4.671 0.820 4.807
O 6.608 1.740 8.421
H -7.288 -0.937 -3.338
H -0.539 -0.836 -1.192
H -3.256 -0.662 -7.549
H -7.030 2.530 -2.747
H -2.362 -2.264 -2.207
H -3.302 -0.939 -0.629
N 4.121 -1.478 0.932
H 4.058 -1.441 1.934
H -4.349 3.842 0.202
N 6.796 1.352 4.104
N 1.713 -6.007 -2.150
H -0.122 -3.451 -2.492
H 3.299 -1.320 0.384
N 6.840 -0.221 7.314
H 7.274 -1.984 0.584
C -5.118 -2.026 -0.863
H -5.894 -2.111 -1.619
H 0.902 1.618 -1.496
H 1.387 -2.595 -2.469
H -8.731 2.808 -2.905
H 3.915 0.163 4.863
N 8.295 0.348 9.018
H -0.292 -3.648 -0.172
H 0.360 0.767 2.505
H -2.068 -3.987 -7.760
C -4.301 -0.750 -1.029
H -3.880 6.147 0.388
O -2.236 1.011 -1.802
H -0.725 1.630 -3.129
C 0.858 -1.975 0.386
H -2.842 -2.716 -8.642
C -0.073 1.844 -1.065
```

Kohn-Sham gap, eV: 9.48
LUMO, eV: -0.03
Energy, Ha: -2684.307481
SMILES: CCOP(=O)(CCC[C@H](C#N)CC#N)OCC.NC(N)=O.NC(N)=O.NC(N)=O.NC(N)=O.NC(N)=O.NC(N)=O.NC(N)=O

---

Record 4
Here is a molecular structure, C18H48ClDyO2P2Si4Te in a non-equilibrium geometry from the OMol25 dataset. Energies are from ωB97M-V with the def2-TZVPD basis set.

```
77
Properties=species:S:1:pos:R:3
H 2.213 -2.914 0.370
H -2.634 3.550 5.914
Si 1.446 0.712 5.127
H -2.530 1.780 8.256
H 1.106 -0.036 -5.960
Te -1.358 -0.097 2.054
C 0.118 -3.496 -1.634
H 1.967 3.233 0.082
H 2.700 2.689 4.365
C -1.813 3.593 0.292
C -2.457 -2.885 5.496
H -0.881 3.355 5.642
Si -0.705 -2.201 5.585
H -2.439 -3.548 0.262
H 1.316 -4.349 0.948
C -1.485 -3.698 0.790
H 0.949 3.018 4.256
H 1.113 -3.233 -2.007
H 1.332 -2.834 1.905
Cl -1.362 -0.294 -3.177
H -0.357 -0.981 -5.655
C -0.156 3.235 -2.076
H 1.432 0.327 7.632
H 2.812 -0.781 3.666
H -1.631 -3.374 1.825
H 0.074 -3.574 3.648
O 1.247 0.226 -3.207
H -1.952 3.364 1.355
H -0.929 2.796 -2.716
C -0.156 -2.200 7.390
H -0.221 4.335 -2.104
C 1.007 3.604 0.463
H 0.859 -1.805 7.527
H 2.703 -1.464 5.322
H -4.520 1.348 6.064
Si -0.642 -0.121 4.481
H -3.144 -2.371 6.177
C 0.160 -0.049 -5.416
C 1.724 2.254 4.098
Dy -0.340 -0.022 -0.752
H 3.771 -0.071 4.975
C -1.814 1.086 7.792
H 1.462 -3.052 4.618
H -2.027 3.063 4.315
H -1.220 -4.766 0.759
C -3.839 0.604 5.618
H 0.986 3.470 1.552
H 1.058 2.024 7.242
H -4.055 0.545 4.542
C 0.424 -3.400 4.672
C 1.315 -3.247 0.894
P -0.343 2.686 -0.341
H -2.862 -2.800 4.480
H -0.143 -3.245 7.741
H 0.916 4.675 0.218
H 2.727 1.423 7.102
C 1.768 0.041 0.292
Si -2.058 1.143 5.912
H -0.815 1.390 8.115
H -1.690 4.674 0.149
H 0.825 2.922 -2.457
O 2.706 0.063 0.984
H 0.055 -4.583 -1.515
C 0.308 0.018 -3.968
H -2.430 -3.951 5.762
C 1.665 1.157 6.949
H -0.468 0.783 -5.762
H -4.061 -0.375 6.063
C -1.872 2.946 5.396
P -0.162 -2.686 -0.010
H -2.719 3.256 -0.240
H -2.016 0.094 8.209
H -0.623 -3.158 -2.369
H 1.748 1.994 3.029
C 2.797 -0.534 4.740
H 0.413 -4.363 5.202
H -0.830 -1.643 8.050
```

Kohn-Sham gap (alpha / beta), eV: 4.85 / 5.09
Total charge: +2
LUMO (alpha / beta), eV: -7.46 / -7.26
Energy, Ha: -4318.635196
Spin multiplicity: 6
<S²>: 9.35

---

Record 5
Here is a molecular structure, C18H48CoN6O24P2S in a non-equilibrium geometry from the OMol25 dataset. Energies are from ωB97M-V with the def2-TZVPD basis set.

```
100
Properties=species:S:1:pos:R:3
H 3.894 -2.591 4.481
H -5.203 3.618 4.395
H 1.218 0.119 -6.324
O 8.324 1.896 0.907
O 4.555 5.676 -3.899
O 0.067 -0.613 0.478
S 0.917 0.269 -0.333
O -3.652 -5.466 -2.479
C 5.461 4.499 3.511
H 3.616 -4.701 -1.251
H 2.360 3.544 -3.076
C 2.988 -2.162 4.052
C -7.997 -4.467 -1.609
H -8.262 -5.335 -2.214
O 6.775 -4.439 -1.016
C -0.418 5.379 1.946
H -1.693 -4.575 -2.425
C 0.245 2.805 6.372
H 0.507 3.990 4.493
O 1.499 -2.639 5.760
H 0.364 3.621 7.084
O 1.296 -3.806 4.019
H 0.007 2.463 4.238
N 1.835 -2.950 4.652
H -5.750 4.899 6.442
H -0.733 -6.431 -3.523
O -1.465 3.800 4.852
O 2.353 5.695 -4.084
H -0.614 2.306 6.821
H 1.133 2.188 6.512
H 6.937 -0.044 1.469
O 5.275 -4.726 0.506
H -5.449 -6.133 -6.893
O 1.811 -0.483 -1.185
O 5.776 2.378 4.503
H 6.677 -0.381 -0.275
C -4.908 -5.302 -6.440
H -3.847 -5.520 -6.560
H -4.374 5.982 6.229
H 4.866 5.122 4.179
H -5.136 -4.312 -6.833
N -0.544 -1.076 -6.682
H 5.674 0.850 0.552
H 2.835 -2.335 2.987
H -8.886 -3.855 -1.458
H -6.744 -2.610 -1.806
H -7.084 -3.515 -3.244
H 4.742 -4.223 -2.529
H -2.338 -7.142 -3.922
C 0.099 6.774 1.577
H -7.823 -4.804 -0.587
O 7.338 3.809 4.803
H -5.684 6.097 5.212
H 0.996 -1.283 -5.285
O 7.706 1.727 -1.113
H 4.955 3.820 2.825
C -1.794 -6.232 -3.668
H 0.496 7.194 2.501
H -0.626 7.400 1.056
O 1.612 1.271 0.513
H 2.709 -1.144 4.324
O -0.296 -2.155 -7.219
C 4.569 -4.937 -1.724
C 6.656 0.380 0.505
H 0.902 6.607 0.859
C -5.293 -5.310 -4.922
N 7.649 1.422 0.048
C -2.220 -5.529 -2.394
N 5.596 -4.653 -0.672
O -3.594 4.872 4.007
H -1.785 -5.576 -4.539
H -5.054 -6.272 -4.470
H 3.850 3.239 -3.977
H -1.958 -6.135 -1.526
H -0.080 0.092 -5.034
H 0.439 4.808 2.303
O -5.751 -4.414 -1.927
C -5.078 5.336 5.704
Co -2.622 0.305 -0.077
C -6.866 -3.626 -2.182
N 6.264 3.515 4.335
N 3.476 5.195 -3.806
O -1.358 5.468 3.015
O -3.719 -2.812 -2.370
C 0.473 -0.469 -5.787
P -2.244 4.190 3.474
H -0.907 4.831 1.141
O -0.087 0.960 -1.144
O -1.673 -0.593 -6.617
O -4.717 -4.173 -4.339
C -0.161 3.265 4.957
H 3.933 3.932 -2.240
H -3.862 3.408 5.383
C -4.440 4.202 4.910
H 6.211 5.086 2.981
O -2.444 3.146 2.452
C 3.402 3.842 -3.188
H -6.376 -5.247 -4.819
H 4.672 -6.014 -1.861
P -4.402 -4.083 -2.780
```

Kohn-Sham gap (alpha / beta), eV: 7.49 / 6.47
LUMO (alpha / beta), eV: -2.59 / -3.37
Energy, Ha: -5311.974885
Spin multiplicity: 4
<S²>: 3.77

---

Please write out number 4 again, unchanged.
Here is a molecular structure, C18H48ClDyO2P2Si4Te in a non-equilibrium geometry from the OMol25 dataset. Energies are from ωB97M-V with the def2-TZVPD basis set.

```
77
Properties=species:S:1:pos:R:3
H 2.213 -2.914 0.370
H -2.634 3.550 5.914
Si 1.446 0.712 5.127
H -2.530 1.780 8.256
H 1.106 -0.036 -5.960
Te -1.358 -0.097 2.054
C 0.118 -3.496 -1.634
H 1.967 3.233 0.082
H 2.700 2.689 4.365
C -1.813 3.593 0.292
C -2.457 -2.885 5.496
H -0.881 3.355 5.642
Si -0.705 -2.201 5.585
H -2.439 -3.548 0.262
H 1.316 -4.349 0.948
C -1.485 -3.698 0.790
H 0.949 3.018 4.256
H 1.113 -3.233 -2.007
H 1.332 -2.834 1.905
Cl -1.362 -0.294 -3.177
H -0.357 -0.981 -5.655
C -0.156 3.235 -2.076
H 1.432 0.327 7.632
H 2.812 -0.781 3.666
H -1.631 -3.374 1.825
H 0.074 -3.574 3.648
O 1.247 0.226 -3.207
H -1.952 3.364 1.355
H -0.929 2.796 -2.716
C -0.156 -2.200 7.390
H -0.221 4.335 -2.104
C 1.007 3.604 0.463
H 0.859 -1.805 7.527
H 2.703 -1.464 5.322
H -4.520 1.348 6.064
Si -0.642 -0.121 4.481
H -3.144 -2.371 6.177
C 0.160 -0.049 -5.416
C 1.724 2.254 4.098
Dy -0.340 -0.022 -0.752
H 3.771 -0.071 4.975
C -1.814 1.086 7.792
H 1.462 -3.052 4.618
H -2.027 3.063 4.315
H -1.220 -4.766 0.759
C -3.839 0.604 5.618
H 0.986 3.470 1.552
H 1.058 2.024 7.242
H -4.055 0.545 4.542
C 0.424 -3.400 4.672
C 1.315 -3.247 0.894
P -0.343 2.686 -0.341
H -2.862 -2.800 4.480
H -0.143 -3.245 7.741
H 0.916 4.675 0.218
H 2.727 1.423 7.102
C 1.768 0.041 0.292
Si -2.058 1.143 5.912
H -0.815 1.390 8.115
H -1.690 4.674 0.149
H 0.825 2.922 -2.457
O 2.706 0.063 0.984
H 0.055 -4.583 -1.515
C 0.308 0.018 -3.968
H -2.430 -3.951 5.762
C 1.665 1.157 6.949
H -0.468 0.783 -5.762
H -4.061 -0.375 6.063
C -1.872 2.946 5.396
P -0.162 -2.686 -0.010
H -2.719 3.256 -0.240
H -2.016 0.094 8.209
H -0.623 -3.158 -2.369
H 1.748 1.994 3.029
C 2.797 -0.534 4.740
H 0.413 -4.363 5.202
H -0.830 -1.643 8.050
```

Kohn-Sham gap (alpha / beta), eV: 4.85 / 5.09
Total charge: +2
LUMO (alpha / beta), eV: -7.46 / -7.26
Energy, Ha: -4318.635196
Spin multiplicity: 6
<S²>: 9.35

---

> Which formula does entry 1 have?

C18H47IO4P2

---

What did the second record say?
Here is a molecular structure, C18H47InN3O from the OMol25 dataset. Energies are from ωB97M-V with the def2-TZVPD basis set.

```
70
Properties=species:S:1:pos:R:3
H 4.261 0.148 0.503
C 3.240 -3.599 -2.434
C -1.847 2.428 3.794
H 0.399 1.039 1.177
C 4.383 -3.395 -6.025
H 4.526 -1.254 -4.443
H 4.171 -2.385 -6.378
C 2.847 -1.259 1.346
H -7.314 3.627 1.818
H 4.211 -4.077 -6.859
H -0.623 -1.036 0.449
H 1.712 0.881 0.031
H 3.215 -0.622 -0.696
H 1.622 -1.048 -3.495
H 2.550 0.082 -4.476
C 1.228 -0.558 3.012
H -5.971 3.444 -0.285
H -8.169 2.137 1.399
C 3.503 -3.780 -4.846
H 5.437 -3.443 -5.746
H -4.176 0.055 3.819
H 0.034 -2.012 4.062
H 3.987 -1.168 -2.786
In -3.278 1.105 2.713
N 1.909 -0.237 1.767
N 3.814 -3.029 -3.644
H 2.447 -3.697 -5.150
H -2.374 0.112 1.532
H 2.359 -2.194 1.020
H 1.436 -4.282 -1.464
H -0.616 -1.597 2.485
H -2.229 4.084 5.183
H 0.798 -2.663 2.612
C 1.070 0.314 0.710
H 0.820 -1.519 -0.463
H 1.249 -2.710 -2.226
H -4.037 3.089 0.875
H 3.653 -4.607 -2.326
O -5.604 1.746 0.819
H -5.130 3.177 2.256
C 3.733 -1.579 -3.765
C -4.623 2.472 1.577
H -8.399 3.594 0.416
C -2.350 3.850 4.117
H -0.944 2.497 3.171
H 2.053 -1.465 -5.153
C -6.501 2.567 0.115
H 4.533 -1.539 0.029
H -6.874 1.987 -0.736
H 2.009 -0.691 3.770
H 3.446 -1.521 2.223
H -2.853 4.895 1.675
C -1.642 4.934 3.306
C 2.409 -0.976 -4.244
H -1.955 5.930 3.634
H 3.618 -3.016 -1.591
H 1.283 -4.172 -3.215
H -3.426 3.950 3.917
H 3.665 -4.836 -4.607
C 1.714 -3.688 -2.337
C 0.232 -0.667 -0.112
H -0.563 4.863 3.485
H -1.526 1.931 4.714
H -0.165 -0.154 -0.991
C 0.309 -1.781 3.030
N -1.853 4.853 1.854
C -7.668 3.015 0.987
H -1.589 3.920 1.548
C 3.767 -0.787 0.231
H 0.647 0.318 3.310
```

Kohn-Sham gap, eV: 7.04
Total charge: -1
LUMO, eV: 2.46
Energy, Ha: -1143.562346